(1)
Entry from OMol25: a structure of composition C20H28N3O4 (ωB97M-V with the def2-TZVPD basis set).

Each line ends with the Mulliken charge.
Cartesian coordinates (Å):
C 4.08 2.54 3.39  -1.12
C 3.86 2.33 1.79  -0.18
H 4.34 1.31 1.43  0.24
H 4.38 3.18 1.23  0.31
O 2.62 2.49 1.46  -0.27
C 2.15 1.37 0.87  0.53
O 2.85 0.46 0.50  -0.92
C 0.74 1.37 0.52  0.61
C 0.11 0.82 -0.57  -0.34
N 0.70 0.41 -1.59  -0.16
H 1.76 0.49 -1.68  0.43
C 0.66 -0.96 -2.32  -0.42
H 0.49 -0.57 -3.35  0.41
H -0.46 -1.41 -1.92  0.40
C 1.72 -1.83 -2.03  -1.24
N 2.01 -1.99 -0.35  0.69
C 0.82 -2.32 0.45  -0.36
H 0.01 -1.80 0.33  0.80
C 1.26 -2.49 1.69  -0.99
O 2.46 -3.30 2.11  -0.45
C 3.62 -2.70 1.19  -0.52
H 4.45 -3.55 1.59  0.30
C 3.19 -2.92 -0.25  -0.39
H 4.03 -2.53 -0.69  0.40
H 3.09 -3.88 -0.81  0.39
H 3.74 -1.72 1.47  0.34
H 0.52 -2.69 2.52  0.48
H 1.50 -1.52 2.03  0.23
H 0.67 -3.49 0.19  0.26
H 2.20 -0.95 -0.11  -0.18
H 2.58 -1.66 -2.55  0.49
H 1.46 -2.82 -2.37  0.50
C -1.44 0.80 -0.53  0.33
C -2.17 0.64 -1.59  0.54
C -3.55 0.63 -1.55  0.41
C -4.24 0.77 -0.47  -0.45
C -3.43 1.41 0.53  -0.75
C -2.16 1.19 0.87  0.06
N -1.38 1.74 1.74  -0.59
C -0.03 1.68 1.77  -1.00
H 0.25 2.26 2.70  0.37
H -3.90 1.52 1.81  0.18
H -5.21 1.04 -0.27  0.67
O -4.17 0.36 -2.65  -0.45
C -5.48 0.24 -2.88  -0.46
C -6.40 -0.89 -2.28  -1.23
H -5.98 -1.77 -2.68  0.32
H -6.20 -0.92 -1.13  0.24
H -7.31 -0.96 -2.52  0.57
H -5.70 0.22 -3.85  0.45
H -6.01 1.17 -2.45  0.32
H -1.73 0.25 -2.65  0.21
H 3.51 3.49 3.43  0.29
H 5.10 2.70 3.66  0.39
H 3.58 1.77 3.99  0.29

Output
Electronic energy, hartree: -1243.39743
E_HOMO, eV: -10.4
Relative energy (zero: lowest compared OMol25 entry of this formula, charge and spin), kcal/mol: 336.8
Molecular weight, g/mol: 374.461
Net charge: +1


(2)
Entry from OMol25: a structure of composition C51H51BiN6O6PS2 (ωB97M-V with the def2-TZVPD basis set).

Each line ends with the Mulliken charge.
Cartesian coordinates (Å):
Bi 0.25 -0.38 0.78  2.56
O 1.19 -1.87 -0.62  -0.77
C 2.41 -1.88 -1.04  1.18
C 3.08 -3.12 -1.19  -0.76
C 4.38 -3.18 -1.61  -0.65
C 5.10 -2.02 -1.93  -1.12
C 4.47 -0.81 -1.82  -1.04
C 3.14 -0.71 -1.37  0.85
C 2.59 0.61 -1.29  -1.21
N 1.52 1.01 -0.69  0.86
C 1.22 2.44 -0.77  -1.24
C -0.25 2.70 -0.47  -0.37
N -0.51 2.13 0.82  0.41
C -1.11 2.72 1.76  -0.95
C -1.18 2.14 3.10  1.06
C -2.11 2.65 4.01  -0.35
C -2.19 2.17 5.30  -0.78
C -1.30 1.16 5.69  -0.48
C -0.34 0.67 4.82  -0.65
C -0.24 1.15 3.50  -0.35
O 0.72 0.72 2.73  -0.43
H 2.52 -4.01 -0.94  0.55
H 4.86 -4.15 -1.70  0.38
H 6.13 -2.08 -2.27  0.46
H 4.99 0.11 -2.09  0.45
H 3.18 1.38 -1.80  0.15
H 1.47 2.83 -1.76  0.58
H 1.82 2.96 -0.02  0.44
H -0.86 2.18 -1.22  -0.48
H -0.47 3.78 -0.53  0.51
H -1.56 3.71 1.60  0.28
H -2.79 3.43 3.68  0.34
H -2.92 2.55 5.99  0.37
H -1.35 0.76 6.70  0.40
H 0.35 -0.10 5.12  0.41
O -0.98 -4.14 3.61  -0.73
C 0.17 -4.79 3.36  0.67
C 0.20 -6.13 3.74  -0.65
C 1.33 -6.90 3.54  -0.26
C 2.46 -6.36 2.94  -0.98
C 2.44 -5.03 2.57  -0.63
C 1.32 -4.22 2.77  -0.16
C 1.36 -2.79 2.36  0.91
O 0.25 -2.15 2.32  -0.39
N 2.54 -2.30 2.07  -0.93
N 2.46 -0.97 1.67  1.08
C 3.57 -0.37 1.77  -0.48
S 5.02 -1.23 2.28  -0.05
C 6.14 0.08 1.71  -0.54
C 5.50 1.44 1.95  -0.66
S 3.75 1.36 1.51  -0.14
H -1.02 -3.25 3.20  0.15
H -0.69 -6.54 4.19  0.45
H 1.32 -7.95 3.84  0.37
H 3.34 -6.96 2.76  0.39
H 3.30 -4.57 2.11  0.42
H 6.34 -0.07 0.65  0.20
H 7.07 -0.02 2.26  0.46
H 5.96 2.20 1.32  0.38
H 5.60 1.74 2.99  0.33
O -3.76 -2.35 -2.65  -0.79
C -2.81 -1.67 -3.07  0.15
O -1.67 -1.53 -2.54  -0.60
C -2.97 -0.93 -4.39  0.15
C -3.95 -1.35 -5.29  -0.43
C -4.07 -0.75 -6.53  -0.72
C -3.22 0.29 -6.87  -0.59
C -2.27 0.74 -5.97  -0.82
C -2.14 0.14 -4.72  0.62
P -0.90 0.74 -3.48  2.15
C 0.63 -0.04 -4.17  0.35
C 1.84 0.64 -4.30  -0.04
C 2.98 0.01 -4.78  -0.82
C 2.95 -1.34 -5.10  -0.50
C 1.77 -2.04 -4.93  -0.84
C 0.62 -1.41 -4.48  -0.61
C -0.87 2.53 -4.09  0.11
C -2.05 3.16 -3.67  -0.53
C -2.27 4.52 -3.85  -0.68
C -1.29 5.31 -4.43  -0.60
C -0.11 4.71 -4.85  -0.68
C 0.09 3.34 -4.69  -0.04
H -4.60 -2.16 -4.98  0.49
H -4.82 -1.09 -7.23  0.37
H -3.30 0.77 -7.84  0.42
H -1.63 1.57 -6.24  0.42
H 1.91 1.67 -4.00  -0.08
H 3.90 0.57 -4.87  0.37
H 3.85 -1.84 -5.44  0.38
H 1.73 -3.10 -5.15  0.42
H -0.29 -1.98 -4.35  0.12
H -2.83 2.57 -3.19  0.27
H -3.20 4.96 -3.52  0.42
H -1.44 6.37 -4.56  0.36
H 0.66 5.30 -5.32  0.43
H 1.00 2.92 -5.09  0.39
C -3.72 0.21 -0.53  -0.07
C -4.55 -0.89 0.13  -1.58
N -3.83 -1.67 1.13  0.34
C -3.46 -3.05 0.82  -1.43
C -2.08 -3.21 0.21  1.88
C -3.50 -1.15 2.34  0.77
C -4.17 0.14 2.75  -1.59
N -2.66 -1.77 3.11  -0.30
H -4.24 0.59 -1.41  0.47
H -2.76 -0.19 -0.87  -0.41
H -3.53 1.06 0.14  0.39
H -4.85 -1.58 -0.66  0.63
H -5.46 -0.46 0.56  0.41
H -4.22 -3.44 0.14  0.44
H -3.53 -3.61 1.76  0.49
H -1.99 -2.61 -0.69  -0.96
H -1.90 -4.25 -0.06  0.51
H -1.33 -2.92 0.94  -0.84
H -5.26 0.04 2.68  0.38
H -3.87 0.97 2.12  0.12
H -3.90 0.37 3.77  0.51
H -2.55 -1.26 3.97  0.05

Output
Electronic energy, hartree: -4106.48866
E_HOMO, eV: -5.2
Molecular weight, g/mol: 1148.093
Net charge: -1


- Which of these has the lowest net charge?
  C51H51BiN6O6PS2


- Among the records above, which one has the highest molecular weight?
  C51H51BiN6O6PS2